Record 1
{
  "formula": "C30H70BN7O2P2Si",
  "method": "ωB97M-V/def2-TZVPD",
  "energy_ev": -73900.983,
  "multiplicity": 1,
  "homo_energy_ev": -8.15,
  "e_lumo_ev": 0.307,
  "symbols": ["C", "H", "H", "N", "H", "N", "C", "B", "H", "N", "H", "O", "C", "H", "C", "P", "N", "H", "H", "H", "H", "C", "H", "H", "H", "H", "H", "H", "H", "C", "H", "H", "N", "C", "H", "H", "H", "P", "H", "C", "C", "H", "H", "H", "C", "H", "H", "H", "H", "H", "C", "C", "H", "H", "C", "H", "C", "C", "H", "C", "H", "C", "C", "H", "H", "C", "H", "C", "C", "H", "H", "H", "H", "Si", "H", "H", "O", "C", "N", "H", "N", "H", "H", "H", "H", "H", "H", "H", "H", "H", "H", "C", "H", "C", "H", "C", "H", "C", "C", "H", "H", "H", "C", "C", "H", "H", "H", "H", "H", "H", "C", "H", "H"],
  "positions_angstrom": [[1.516, 2.859, 0.668], [0.613, 2.251, 0.732], [-1.389, 2.112, 6.970], [-1.467, -3.171, -1.631], [-3.255, -0.164, -5.621], [-1.773, 1.126, -4.867], [7.015, -0.742, 3.638], [5.872, -1.005, 2.560], [-2.570, 3.604, -1.211], [-2.757, 2.488, -3.014], [-2.151, -2.035, 0.048], [-3.167, -2.720, -3.382], [-0.661, 0.416, 4.009], [1.545, 3.909, -4.983], [2.407, 0.738, 1.765], [-1.142, 1.991, -3.470], [-0.373, 3.229, -4.422], [-3.366, -6.833, -1.891], [-1.445, -6.722, -4.029], [-3.548, 3.369, -4.772], [1.496, 1.513, 6.664], [-2.408, -0.738, 2.787], [-4.903, -5.971, -1.941], [3.083, 1.588, -0.057], [-1.152, -0.486, -6.123], [-0.118, -4.809, -1.498], [-2.171, -4.236, -5.319], [-2.530, 1.311, 3.418], [-1.163, -6.262, -2.387], [-2.987, 2.658, -1.582], [6.841, 1.627, 5.431], [2.111, 3.218, 3.333], [7.418, 0.683, 3.635], [7.727, 1.168, 4.991], [1.570, 3.185, -0.374], [3.104, -1.295, 1.957], [3.818, -0.409, 0.576], [-2.929, -3.770, -2.337], [-2.554, 1.848, -1.003], [1.566, 1.858, 5.632], [-1.651, -1.906, -0.919], [8.248, 0.789, 3.069], [1.266, 2.210, -5.345], [-2.979, -5.810, -5.357], [-1.929, 0.407, 3.417], [-3.033, 4.537, -3.524], [-0.817, 4.121, 3.600], [-0.949, 3.100, -6.475], [2.403, 4.669, 1.357], [1.103, -0.710, 4.468], [0.133, -0.731, 3.988], [-1.377, 2.686, 6.043], [-1.056, 3.703, 6.298], [6.568, -0.944, 4.620], [-3.998, -6.135, -1.353], [-0.691, -1.429, -0.713], [-2.928, -4.857, -4.823], [-0.826, 0.019, -5.215], [1.403, 4.861, 3.524], [-0.095, 3.329, 3.383], [-2.237, -1.206, -1.517], [3.512, -0.338, 1.623], [-0.492, -3.977, -0.915], [0.606, 4.725, 1.174], [-3.910, 1.116, -4.650], [-3.073, 0.430, -4.722], [2.067, 2.830, 5.636], [2.761, 1.978, 0.915], [1.059, 3.005, -4.613], [-4.422, -4.819, 0.798], [-4.062, 2.665, -1.377], [-0.496, -5.259, -3.704], [-3.386, -0.707, 2.323], [-0.111, 2.052, 4.799], [5.865, -1.997, 1.889], [0.182, 0.397, -5.400], [-0.532, 2.295, -2.132], [-3.474, 3.547, -3.699], [-2.600, -5.092, -3.419], [-3.099, -0.239, -3.860], [-3.303, -4.874, -1.019], [-0.868, -4.351, 0.048], [-3.892, -4.372, -4.937], [-4.274, -6.642, -0.426], [2.200, 1.170, 5.070], [-0.288, 4.642, -5.944], [7.868, -1.424, 3.530], [0.300, -2.751, 3.326], [1.449, 0.330, 1.448], [1.541, 2.738, -3.672], [5.195, 1.002, 2.079], [-1.361, -5.849, -3.376], [3.606, 2.542, 1.315], [-0.923, 3.807, -5.635], [0.380, -3.357, -0.694], [-4.233, -4.189, -0.070], [-4.512, 3.570, -3.351], [-1.598, -1.869, 2.775], [4.741, 0.078, 2.448], [-1.979, -2.766, 2.296], [-3.813, -3.252, 0.298], [8.490, 1.946, 4.926], [-0.343, -1.879, 3.355], [1.306, 3.891, 3.031], [-1.910, 4.230, -5.495], [-2.379, 2.781, 5.621], [-0.474, 2.843, 2.479], [2.413, 1.059, 2.810], [8.101, 0.350, 5.615], [-0.763, -0.722, -4.414], [1.462, 4.134, 1.514], [-5.192, -3.959, -0.543], [4.444, 0.291, 3.487]],
  "forces_ev_per_a": [[0.8, 0.5, -0.4], [0.0, 0.1, 0.1], [-0.2, -0.1, -0.1], [-0.3, 0.3, 0.1], [0.3, -0.1, 0.0], [1.2, -2.5, 1.6], [-0.2, 0.1, -0.7], [0.1, 0.5, 0.4], [0.0, 0.0, 0.1], [0.0, 0.2, 0.1], [0.1, 0.0, 0.0], [-2.8, 0.6, 2.0], [0.1, 0.5, 0.6], [-0.1, 0.1, 0.0], [1.5, 0.1, -0.5], [-3.7, 6.1, -0.7], [0.5, -0.4, 0.0], [0.1, 0.2, -0.1], [0.0, 0.1, -0.1], [0.2, 0.0, 0.0], [-0.1, -0.1, 0.0], [0.4, 0.5, 0.4], [0.0, -0.1, 0.0], [0.1, 0.1, 0.0], [-0.1, 0.1, 0.0], [-0.2, 0.0, 0.0], [-0.1, 0.0, -0.1], [0.0, 0.0, 0.0], [0.0, 0.2, 0.1], [0.2, 0.0, 0.2], [0.0, -0.2, 0.2], [0.0, 0.1, 0.3], [0.2, -0.1, 0.5], [0.1, 0.1, -0.6], [-0.2, 0.0, 0.0], [0.3, -0.1, 0.0], [-0.2, -0.3, 0.0], [5.7, -2.6, -2.2], [0.1, 0.0, 0.0], [-0.1, 0.2, -0.2], [-0.2, 0.5, -0.2], [0.0, -0.1, -0.1], [0.0, 0.1, -0.1], [0.1, -0.1, 0.2], [0.2, -0.4, -0.2], [0.0, 0.0, 0.0], [0.2, 0.1, 0.0], [-0.1, 0.0, 0.0], [-0.2, 0.2, -0.2], [0.0, -0.2, -0.1], [-0.7, 0.1, -0.2], [0.5, 0.1, 0.0], [0.0, 0.0, 0.1], [-0.1, -0.2, -0.1], [0.1, -0.4, -0.2], [0.1, -0.1, -0.1], [-0.1, 0.3, -0.1], [0.5, 0.3, -0.4], [0.4, -0.2, 0.2], [0.5, -0.5, -0.1], [0.0, -0.1, 0.0], [-0.3, 1.0, 0.6], [-0.1, -0.2, 0.4], [0.2, 0.3, 0.0], [0.2, 0.2, 0.1], [-0.5, 0.1, 0.1], [0.0, 0.0, 0.1], [-1.1, -0.7, -0.3], [0.2, -0.1, 0.4], [0.1, -0.1, 0.0], [0.0, 0.0, -0.2], [0.0, 0.0, 0.0], [0.0, -0.2, 0.0], [-0.4, 0.1, -0.3], [0.0, -0.1, 0.0], [0.0, 0.1, 0.0], [1.8, -3.3, -0.4], [-0.3, -0.3, -0.5], [0.1, 0.2, -0.2], [0.0, -0.1, -0.1], [-2.8, 1.3, -0.3], [0.0, -0.1, 0.0], [0.0, 0.1, 0.1], [0.0, 0.3, 0.1], [0.1, 0.0, 0.1], [0.1, 0.0, 0.1], [0.0, 0.1, 0.2], [-0.2, -0.1, -0.1], [-0.1, 0.2, 0.2], [-0.1, 0.0, 0.0], [-0.1, 0.1, 0.0], [-0.1, -0.5, 0.5], [-0.1, 0.0, 0.2], [0.0, -0.2, -0.4], [-0.1, 0.1, -0.1], [0.4, 0.3, 0.4], [0.1, 0.0, 0.2], [-0.5, -0.4, -0.3], [0.1, -1.1, -0.1], [0.1, 0.0, 0.0], [0.1, 0.0, -0.1], [0.0, 0.0, 0.1], [0.4, 0.3, 0.3], [-0.7, 0.3, -0.6], [0.0, -0.2, 0.1], [0.0, -0.2, 0.0], [-0.1, -0.2, 0.2], [-0.6, -0.3, 0.1], [0.0, 0.2, 0.2], [-0.1, -0.1, -0.1], [-0.2, -0.6, 0.5], [-0.1, -0.1, 0.1], [0.0, 0.2, 0.0]]
}

Record 2
{
  "formula": "C30H70F9N9O14S2",
  "method": "ωB97M-V/def2-TZVPD",
  "energy_ev": -120380.421,
  "multiplicity": 1,
  "total_charge": 6,
  "homo_energy_ev": -17.44,
  "e_lumo_ev": -13.689,
  "symbols": ["H", "C", "C", "H", "H", "C", "H", "C", "H", "C", "H", "H", "N", "H", "C", "C", "H", "H", "C", "F", "H", "H", "H", "H", "O", "H", "H", "C", "C", "H", "H", "C", "H", "F", "H", "H", "C", "H", "C", "H", "H", "C", "H", "H", "H", "H", "S", "H", "H", "H", "H", "F", "N", "F", "H", "H", "C", "O", "N", "H", "N", "C", "H", "S", "O", "H", "O", "C", "C", "H", "H", "F", "H", "F", "F", "H", "C", "H", "H", "O", "F", "N", "H", "C", "O", "H", "N", "O", "H", "C", "O", "C", "O", "H", "H", "F", "H", "H", "C", "O", "O", "C", "H", "O", "H", "C", "H", "H", "H", "H", "N", "H", "H", "O", "H", "H", "H", "N", "H", "O", "C", "H", "H", "C", "C", "H", "H", "N", "C", "H", "H", "H", "C", "H"],
  "positions_angstrom": [[1.829, 4.287, 4.000], [-4.604, -0.259, 0.675], [-1.958, -0.078, -3.686], [4.382, -6.021, 3.048], [3.262, -4.882, 3.157], [4.820, -4.469, 1.775], [-0.422, 4.507, -6.893], [-6.092, -0.090, 0.765], [2.301, -5.405, 0.931], [3.650, 4.674, 2.969], [-3.062, 2.229, -3.253], [5.132, -3.345, -6.644], [1.048, 0.064, 1.176], [-6.363, -1.377, -0.908], [-5.792, 4.963, -0.656], [4.773, -1.538, -3.697], [1.011, 3.195, -2.500], [3.957, -1.395, -1.677], [-0.690, -7.348, 4.578], [3.202, 1.095, -0.875], [-6.706, 4.387, -0.773], [2.908, -0.798, -2.819], [3.072, -2.517, -2.744], [-8.303, -0.252, -1.872], [0.644, -0.571, 5.914], [-4.247, -1.293, 0.723], [-1.338, 0.496, 4.878], [6.193, -5.026, 1.595], [-0.976, -1.058, -4.302], [-0.037, -0.596, -4.604], [-2.844, -0.650, -3.376], [0.587, -0.282, 4.788], [3.158, 3.998, 4.848], [0.036, -3.060, -0.822], [1.034, 1.637, -3.478], [3.782, -0.327, 3.436], [-7.776, 0.240, -1.060], [-1.472, 0.321, -2.787], [3.161, 1.614, 0.329], [1.427, -0.558, 2.860], [-7.192, 1.127, -1.257], [-0.616, 0.274, 4.093], [-1.674, -7.789, 4.706], [2.989, 5.597, 6.970], [-0.589, 4.868, -3.938], [-0.231, -7.044, 5.511], [1.343, 1.696, 0.870], [4.173, -3.435, -4.442], [5.774, -3.234, -4.221], [-0.462, 2.479, -2.998], [6.696, -4.858, 2.556], [3.893, 0.899, 1.167], [-3.392, 4.544, 0.092], [-4.979, 1.171, -5.695], [-4.208, 0.189, 1.584], [2.899, 1.127, 4.071], [2.984, -6.078, 1.441], [-2.924, 2.911, -5.118], [-0.498, 4.342, -4.804], [-4.135, 0.175, -0.211], [2.758, 4.674, 4.192], [-2.433, -5.692, 1.700], [6.205, -6.089, 1.338], [0.216, -0.533, -0.026], [-0.543, -7.085, 1.673], [4.371, 6.154, 6.081], [1.203, 2.976, -5.563], [0.294, -2.442, 0.304], [-0.375, 5.183, -6.041], [0.632, 5.583, -6.107], [-1.079, -0.464, 3.435], [1.561, -2.849, 0.619], [-1.224, 5.852, -6.095], [-5.517, 2.384, -4.034], [3.597, 2.858, 0.294], [-5.938, 5.546, 0.258], [2.701, 6.081, 4.802], [-3.666, 5.188, 0.843], [-1.452, -1.459, -5.203], [2.146, 6.907, 4.188], [-0.600, -2.767, 1.264], [-0.941, -6.074, 3.729], [3.126, 7.279, 6.514], [-4.704, 3.962, -0.424], [4.516, -3.348, 1.546], [-0.086, -5.515, 3.753], [1.740, -0.679, 3.855], [-2.255, 0.887, -4.629], [2.318, -6.804, 1.914], [3.653, -1.593, -2.707], [0.673, 2.376, -0.194], [0.583, 2.605, -3.308], [0.921, -0.370, -1.276], [-0.057, -7.942, 3.927], [-5.598, 5.552, -1.553], [-4.925, 0.312, -3.662], [1.835, -1.682, 4.010], [-1.379, 3.774, -4.949], [-4.651, 1.407, -4.435], [5.504, -0.647, -3.857], [-1.168, -0.163, -0.118], [5.090, -2.422, -6.071], [-7.538, -1.423, 0.224], [-4.731, 2.824, -0.698], [-2.511, -5.787, 0.621], [-3.211, 1.934, -4.331], [-3.015, 2.729, 0.987], [3.372, -0.299, 5.076], [-3.350, -6.023, 2.198], [-1.831, 3.090, -0.311], [4.937, -2.778, -4.605], [-2.388, -4.605, 1.841], [-1.641, -5.429, 4.110], [-6.625, 0.621, 1.507], [-0.407, 1.207, 3.568], [5.984, -1.822, -6.178], [3.585, -6.660, 0.748], [3.812, -5.390, 2.462], [4.664, 4.945, 3.248], [1.376, 2.466, 2.099], [3.014, 0.054, 4.107], [-2.973, 5.149, -0.625], [-8.571, 0.484, -0.355], [3.278, 6.265, 6.155], [0.559, 3.308, -4.649], [-0.779, -1.967, -3.727], [3.190, 5.197, 2.143], [-6.935, -0.780, -0.306], [-2.374, 3.481, 0.539], [4.177, -1.910, -6.361], [6.720, -4.511, 0.799], [-1.835, 4.027, 1.305], [-1.267, -6.403, 2.278], [3.728, 3.609, 2.748]],
  "forces_ev_per_a": [[0.0, 0.6, -0.4], [0.5, -0.7, 0.5], [0.4, -1.1, 0.6], [-0.3, -0.4, -0.5], [-0.1, 0.3, -0.4], [1.5, 1.3, -0.3], [-0.3, -0.1, 0.1], [1.8, -0.4, -1.6], [0.5, 0.5, -0.1], [-0.1, -1.7, 0.3], [-0.2, -0.5, 0.6], [0.3, 0.0, 0.1], [-0.2, 2.1, 0.5], [0.0, 0.3, -0.2], [-0.1, -0.5, 1.0], [-1.2, 0.1, 0.4], [0.5, 0.0, -0.2], [0.6, -0.3, -0.2], [-0.6, 0.8, -0.8], [0.3, -0.2, -0.2], [0.0, 0.1, -0.3], [0.3, 0.1, -0.7], [0.2, -0.1, 0.1], [0.6, 0.1, -0.5], [0.9, -0.4, 1.3], [-0.4, -0.1, -0.3], [0.0, 0.0, 0.0], [-0.4, -0.8, -0.1], [-0.5, -0.6, -1.0], [0.0, 0.1, 0.1], [0.0, 0.1, 0.1], [-1.3, 0.1, -1.3], [0.1, 0.4, 0.2], [-0.8, 0.0, 0.1], [0.2, 0.0, 0.3], [-0.3, 0.4, -0.5], [-1.2, -0.5, 1.1], [-0.3, 0.4, 0.3], [-1.3, 0.3, -0.2], [0.1, 0.3, 0.0], [0.2, -0.1, -0.5], [-0.3, 0.5, 0.5], [0.1, -0.3, 0.2], [-0.4, -0.3, -0.4], [-0.1, 0.2, -0.2], [0.0, -0.1, 0.1], [1.6, 0.4, 0.6], [-0.1, 0.1, -0.3], [0.1, -0.1, -0.5], [0.0, -0.3, -0.1], [0.2, -0.2, -0.1], [0.1, -0.2, 0.3], [0.5, 0.0, 0.0], [0.1, -0.8, 0.2], [0.0, 0.3, -0.2], [-0.3, 0.0, -0.2], [-1.2, -1.2, 0.1], [0.2, 1.7, -0.4], [0.3, 0.0, -0.6], [-0.3, 0.2, -0.1], [0.8, -0.5, 0.1], [-0.8, 0.8, 0.5], [0.0, 0.0, 0.3], [-0.3, -0.7, -3.2], [1.6, -1.2, 0.0], [-0.1, 0.0, 0.0], [0.9, 0.0, -1.5], [0.8, 1.3, -0.6], [0.5, -0.8, -0.5], [-0.2, 0.7, 0.3], [0.3, 0.1, -0.2], [-0.9, 0.4, 0.9], [0.2, 0.4, 0.1], [0.3, -0.3, 0.6], [0.2, 0.2, 0.1], [0.1, 0.5, -0.3], [-0.9, 0.7, 1.8], [0.4, -0.1, 0.1], [0.2, 0.2, -0.1], [-0.3, 0.1, -1.2], [0.7, -0.4, -0.2], [0.2, 0.1, 0.8], [-0.3, 0.1, -0.3], [-0.9, 1.0, -1.5], [-1.0, -0.3, 0.2], [0.1, -0.2, -0.3], [-0.5, 0.2, -0.5], [-0.1, -0.4, -0.1], [0.3, 0.0, 0.3], [-1.0, -0.3, 0.5], [-0.4, -1.0, -0.1], [-1.2, 0.7, -0.2], [0.2, -0.7, 0.6], [0.1, -0.3, 0.3], [0.0, 0.2, 0.1], [0.0, 0.1, -0.1], [0.5, 0.1, 0.1], [-1.5, -0.7, 0.3], [-0.6, 1.2, -1.2], [1.0, 0.6, -0.4], [-0.1, -0.5, 1.3], [-0.3, -0.4, 0.1], [-0.2, 0.1, -0.3], [0.4, -1.3, 0.4], [0.1, -0.7, 0.0], [1.6, 0.2, 0.7], [0.4, -0.3, 0.1], [-0.2, 0.5, 0.2], [-0.1, -0.1, -0.2], [0.2, 0.1, 0.0], [0.2, 0.0, 0.5], [0.2, -0.1, 0.5], [-0.2, -0.5, 0.2], [-1.4, 1.0, 1.3], [0.1, -0.2, -0.3], [0.0, 0.1, -0.1], [0.3, 0.3, 0.0], [0.7, -0.2, 0.5], [-0.2, 0.7, 0.0], [0.0, -1.1, 0.6], [0.9, -1.4, 0.8], [-0.2, -0.1, -0.1], [0.1, 0.3, 0.0], [1.4, -0.1, 0.5], [-0.5, -0.6, 1.6], [0.0, 0.3, 0.5], [0.1, 0.4, 0.1], [0.1, -0.4, 0.2], [-1.7, 1.2, 0.5], [0.1, 0.3, 0.0], [0.0, 0.3, 0.1], [0.7, -0.5, -0.1], [-1.0, 1.4, -1.1], [-0.1, 0.1, -0.5]]
}